*a*
Computed, not measured: a single C2H3N3 molecule, with wB97M-V/def2-TZVPD.

Element x y z (Å)
1 C 0.3301 0.5313 0.7192
2 C 0.2793 0.6719 -0.6984
3 N -0.1570 -0.4453 -1.2228
4 N -0.2706 -1.2953 -0.1555
5 N 0.0173 -0.6875 1.0296
6 H 0.4770 1.2537 1.5028
7 H 0.5348 1.5421 -1.2884
8 H -1.2108 -1.5709 0.1136

Results
- HOMO (eV) = -10.604
- Kohn-Sham gap (eV) = 11.53
- net charge = 0
- SMILES = c1cn[nH]n1

=====

*b*
Computed, not measured: a single C2H3N3 molecule, with wB97M-V/def2-TZVPD.

Element x y z (Å)
1 C 0.9933 0.0453 0.8518
2 N -0.0550 0.6401 0.1710
3 N -0.6064 -0.1315 -0.6264
4 C -1.6137 -0.0448 -1.4156
5 N -2.5572 -0.2513 -2.0734
6 H 1.0207 -0.9853 0.5179
7 H 0.9254 0.0761 1.8878
8 H 1.8929 0.6514 0.6868

Results
- HOMO (eV) = -9.859
- Kohn-Sham gap (eV) = 8.80
- net charge = 0
- SMILES = C/N=N/C#N

=====

Least stable structure: *b*

=====

*a*
Computed, not measured: an isolated ion of composition C6H10O and charge +1, with wB97M-V/def2-TZVPD.

Element x y z (Å)
1 C 2.4177 0.0176 -0.6954
2 C 1.1523 0.0420 0.1447
3 C 1.1089 0.6923 1.3544
4 C -2.5368 -0.3034 -0.1634
5 O -2.5549 0.8877 -0.9016
6 C -1.1947 -0.6864 0.3245
7 C -0.0186 -0.5588 -0.3994
8 H 3.0405 -0.7714 -0.2761
9 H 3.0040 0.9157 -0.5103
10 H 2.1370 -0.0865 -1.7329
11 H 1.9547 1.2580 1.7261
12 H 0.3907 0.4575 2.1357
13 H -3.2742 -0.2251 0.6155
14 H -2.8696 -1.1926 -0.7388
15 H -1.7374 1.3791 -0.7936
16 H -1.1149 -0.9976 1.3589
17 H 0.0952 -0.8282 -1.4483

Results
- HOMO (spin up / spin down) (eV) = -14.309 / -14.949
- Kohn-Sham gap (spin up / spin down) (eV) = 8.23 / 7.44
- net charge = +1
- multiplicity = 2
- <S²> = 0.7933

=====

*b*
Computed, not measured: a 2-piece molecular cluster, C6H10O overall, with wB97M-V/def2-TZVPD.

Element x y z (Å)
1 C 0.9284 0.6160 0.9581
2 C 1.9033 0.0942 0.0904
3 C -1.1289 0.6294 2.1023
4 C -0.2292 -0.1859 1.4344
5 C -0.4772 -1.5616 0.8074
6 C -0.6136 -2.5272 1.7788
7 H 0.8638 1.7421 1.2565
8 H 2.6880 0.7268 -0.4738
9 H 2.0363 -0.9763 -0.0465
10 H -2.1293 0.8293 1.9233
11 H -0.5566 1.3232 2.7236
12 H -0.4531 -1.8234 -0.3026
13 H 0.0696 -3.4487 1.8574
14 H -1.3116 -2.4016 2.6199
15 H 0.2460 2.5372 -5.4317
16 H -1.1046 1.9772 -6.0434
17 O -0.7311 2.4493 -5.2541

Results
- HOMO (spin up / spin down) (eV) = -13.465 / -13.465
- Kohn-Sham gap (spin up / spin down) (eV) = 8.18 / 6.04
- net charge = +1
- multiplicity = 2
- <S²> = 0.7961

=====

Least stable structure: *b*

=====

*a*
Computed, not measured: a single C8H10N2O2 molecule, with wB97M-V/def2-TZVPD.

Element x y z (Å)
1 C 1.8491 -0.7703 -1.3015
2 C 1.2243 -0.3114 -0.3773
3 C -1.2842 1.2205 1.4906
4 C 0.4406 2.5405 0.4423
5 C -0.7299 0.0660 0.7957
6 C 2.6245 -1.5617 -2.2138
7 C -1.5350 0.0977 -0.5559
8 C -1.0496 -1.3229 1.4776
9 N -0.7103 2.4326 1.0567
10 N 0.6703 0.2163 0.6436
11 O -2.2524 1.1915 2.2205
12 O 1.3510 3.1210 -0.0140
13 H 3.4416 -0.8703 -2.7877
14 H 3.3150 -2.4155 -1.6889
15 H 1.9628 -2.0500 -2.8772
16 H -2.6486 -0.1133 -0.4165
17 H -1.0210 -0.8189 -1.1194
18 H -1.2340 1.0582 -1.0295
19 H -0.6874 -2.1848 0.8001
20 H -2.1007 -1.6085 1.4722
21 H -0.6013 -1.2994 2.4943
22 H -1.0248 3.3825 1.4881

Results
- HOMO (spin up / spin down) (eV) = -7.344 / -7.349
- Kohn-Sham gap (spin up / spin down) (eV) = 6.84 / 6.85
- net charge = 0

=====

*b*
Computed, not measured: a single C8H10N2O2 molecule, with wB97M-V/def2-TZVPD.

Element x y z (Å)
1 C -1.7421 -0.9183 -1.5403
2 C -1.3120 -0.5184 -0.1342
3 N -1.5020 -1.4680 0.8517
4 C 0.3255 -0.0303 -0.0009
5 C 0.7476 1.1778 -0.6270
6 C 1.9967 1.6011 -0.4863
7 C 2.8599 0.8439 0.3489
8 C 2.3620 -0.2484 1.0770
9 C 1.1554 -0.8199 0.7640
10 N -1.9306 0.8056 0.2937
11 O -2.0765 0.9956 1.4681
12 O -2.1005 1.6938 -0.5306
13 H -0.9490 -1.4605 -2.0156
14 H -1.7602 0.0405 -1.9777
15 H -2.6519 -1.4217 -1.3889
16 H -2.1059 -2.3088 0.5582
17 H -1.4978 -1.1682 1.8534
18 H -0.0492 1.5762 -1.1958
19 H 2.3861 2.5518 -0.9384
20 H 3.8279 1.2996 0.6170
21 H 3.2880 -0.7053 1.5495
22 H 0.7286 -1.5183 1.4541

Results
- HOMO (eV) = -9.305
- Kohn-Sham gap (eV) = 9.75
- net charge = 0
- SMILES = C[C@@](N)(c1ccccc1)[N+](=O)[O-]

=====

*c*
Computed, not measured: a 2-piece molecular cluster, C8H10N2O2 overall, with wB97M-V/def2-TZVPD.

Element x y z (Å)
1 C -0.9509 -0.6517 2.3459
2 N 0.3703 -0.4671 1.9404
3 C 0.8095 -0.8880 0.7277
4 C -0.0181 -1.5487 -0.0736
5 C 0.2703 -2.0194 -1.2209
6 C 1.4075 -1.9933 -1.9976
7 C 2.3374 -1.2926 -1.2000
8 C 2.0394 -0.6478 0.0254
9 H -0.9915 -1.1401 3.2833
10 H -1.5619 0.2929 2.4329
11 H -1.4084 -1.4009 1.7737
12 H 0.9212 0.3828 2.3440
13 H 1.8375 -2.4477 -2.8456
14 H 3.3605 -1.3012 -1.6222
15 H 2.7404 -0.0342 0.5504
16 N -0.6789 1.0715 -1.7199
17 C -0.9160 2.1011 -0.9250
18 O -1.2955 2.1462 0.2385
19 O -0.9485 3.2582 -1.8013
20 H -0.4305 1.3873 -2.6470
21 H -1.0707 0.1654 -1.5193
22 H -1.0642 4.0840 -1.3234

Results
- HOMO (eV) = -8.034
- Kohn-Sham gap (eV) = 8.24
- net charge = 0
- SMILES = CNc1c#cccc1.NC(=O)O

=====

Least stable structure: *a*

=====

*a*
Computed, not measured: an isolated ion of composition C9H12N3 and charge +1, with wB97M-V/def2-TZVPD.

Element x y z (Å)
1 C -2.1284 1.1549 -0.7259
2 C -0.9558 1.5157 -0.1821
3 C -0.1932 0.1787 0.1136
4 C 1.4396 0.1134 -0.0487
5 N 1.9652 -1.0105 -0.4335
6 C 3.3076 -0.8541 -0.2654
7 C 3.5584 0.4275 0.0275
8 N 2.3214 1.0378 0.2477
9 C -0.9878 -0.4188 1.3506
10 C -2.2796 -0.8728 0.6801
11 C -2.2016 -0.3486 -0.7799
12 N -0.7335 -0.6169 -1.0261
13 H -2.8649 1.8941 -0.9141
14 H -0.5732 2.4946 0.1646
15 H 3.8981 -1.6722 -0.4471
16 H 4.5639 0.8472 0.0819
17 H 2.1005 1.7757 0.8658
18 H -0.9836 0.4382 2.0003
19 H -0.2734 -1.0936 1.6899
20 H -2.1509 -1.8898 0.7252
21 H -3.1377 -0.5029 1.1097
22 H -2.8398 -0.7231 -1.4167
23 H -0.4938 -1.5775 -0.8799
24 H -0.3575 -0.2970 -1.9376

Results
- HOMO (eV) = -12.636
- Kohn-Sham gap (eV) = 9.95
- net charge = +1
- SMILES = C1=C[C@@]2(c3ncc[nH]3)CC[C@@H]1[NH2+]2

=====

*b*
Computed, not measured: a 2-piece molecular cluster, C9H12N3 overall, with wB97M-V/def2-TZVPD.

Element x y z (Å)
1 C 0.9938 -2.8725 0.6142
2 C -0.0093 -1.9984 0.2147
3 C 2.1915 -2.1915 0.5427
4 C 0.6337 -0.8457 -0.2528
5 C 0.2258 2.3070 -1.8145
6 C -0.9660 1.5601 -2.2871
7 C 0.8133 1.5378 -0.8704
8 C -1.0128 0.3995 -1.5383
9 C -0.9905 1.2241 1.1797
10 N 1.9815 -0.9599 -0.0019
11 N -1.4522 0.1119 1.6853
12 N 0.0412 0.3828 -0.6451
13 H 0.8697 -3.9476 0.8150
14 H -1.0607 -2.3511 0.2069
15 H 3.1825 -2.5201 0.7980
16 H 0.8610 3.0844 -2.3213
17 H -1.7881 2.0533 -2.8697
18 H 1.7233 1.6812 -0.2761
19 H -1.5490 -0.4904 -1.5054
20 H 0.0302 1.6035 1.2367
21 H -1.7990 1.9789 0.7167
22 H 2.7059 -0.4217 -0.3752
23 H -2.3704 -0.1733 1.8054
24 H -0.7167 -0.4367 2.1838

Results
- HOMO (eV) = -11.681
- Kohn-Sham gap (eV) = 7.57
- net charge = +1

=====

Least stable structure: *b*